(1)
Molecular formula: C18H15F2N3O
Method: DFT, wB97M-V/def2-TZVPD

CARTESIAN COORDINATES (ANGSTROEM)
1 C 4.61384 1.61330 -0.62777
2 F -6.34719 1.77239 -0.97309
3 C 0.47562 0.73001 -0.37054
4 C 5.13174 -0.48048 0.43307
5 C 3.28218 1.26880 -0.65813
6 C -0.83938 0.26241 0.25149
7 H -1.58992 1.05098 0.16020
8 C -4.51117 0.31509 -0.79429
9 H -4.82179 0.50723 3.04800
10 H -0.67740 0.06574 1.31961
11 F 3.43781 -1.98087 0.97469
12 C -5.61623 1.17257 1.18111
13 C 5.56025 0.74139 -0.08823
14 H 4.93432 2.56081 -1.03385
15 C 1.01428 -1.65296 -0.15687
16 H 0.82245 -1.98560 0.87144
17 H -0.62395 -2.80204 -0.98217
18 H 5.83135 -1.17126 0.87754
19 H -3.05283 -0.86327 2.02056
20 N -1.29924 -0.92969 -0.42293
21 C -0.25906 -1.77230 -0.98232
22 H -4.45180 0.25036 -1.86927
23 H -0.06006 -1.48840 -2.02349
24 C 2.81566 0.04259 -0.15129
25 C -5.49018 1.08447 -0.19368
26 C 6.92594 1.08902 -0.06177
27 H -6.39830 1.77837 1.61016
28 H 1.76823 -2.31125 -0.59136
29 N 8.03603 1.37812 -0.04339
30 C -4.73080 0.46240 1.97355
31 C -2.59443 -1.26465 -0.62959
32 O -2.91277 -2.23704 -1.28508
33 C -3.73226 -0.30285 1.39636
34 H 0.31500 0.94753 -1.43645
35 H 0.78853 1.65130 0.12781
36 H 2.58280 1.95530 -1.10597
37 C 3.79713 -0.80194 0.40276
38 N 1.49054 -0.28202 -0.17918
39 C -3.61496 -0.37355 0.01236

Values from the calculation:
**Spin multiplicity**: 1
**Total charge**: 0
**SMILES string**: N#Cc1ccc(N2CCN(C(=O)c3cccc(F)c3)CC2)c(F)c1
**HOMO level**: -8.401 eV

=====

(2)
Molecular formula: C11H16NOS
Method: DFT, wB97M-V/def2-TZVPD

CARTESIAN COORDINATES (ANGSTROEM)
1 C 0.26004 1.95392 0.76660
2 C 1.27943 -2.33584 -0.04447
3 H -1.30496 -0.17892 -1.87101
4 C 0.92800 -1.06089 0.68411
5 O -4.47144 0.34028 1.91344
6 C -2.07882 1.16930 1.15280
7 H 0.97628 -1.09898 1.71338
8 H 1.90196 -2.74334 -1.81881
9 C 0.11437 -1.60651 -2.10027
10 H 2.00158 -1.14992 -1.43200
11 H -3.10855 2.90375 0.82570
12 H -1.69524 4.29545 2.39015
13 C -2.48731 2.48333 1.63963
14 H 0.22276 0.62922 -1.71495
15 C -0.67059 0.92303 0.77025
16 S -3.20814 -0.05901 1.24477
17 H 1.31991 1.79124 0.66622
18 H -0.51901 -2.58653 -1.98991
19 C -0.33003 -0.38553 0.13188
20 C -0.34952 -0.31398 -1.36381
21 H 1.76129 -0.34938 0.43773
22 C -0.12009 3.21642 1.43937
23 H 2.24105 -2.66007 0.16544
24 H -3.27876 2.33081 2.34283
25 H 0.59524 3.99726 1.61676
26 H 0.60621 -3.18409 0.12081
27 C -1.42191 3.47326 1.83651
28 H 0.19936 -1.47458 -3.14032
29 H -1.14362 -1.09197 0.38520
30 N 1.42239 -2.00457 -1.42552

Values from the calculation:
**Spin multiplicity**: 1
**Total charge**: +1
**HOMO level (spin up / spin down)**: -10.601 / -10.603 eV

=====

(3)
Molecular formula: C51H127BaN8O17Zn
Method: DFT, wB97M-V/def2-TZVPD

CARTESIAN COORDINATES (ANGSTROEM)
1 H 18.83561 -5.67396 -8.56981
2 H 22.15681 -1.55378 -8.76309
3 H 17.23584 2.75228 -4.94018
4 H 26.73643 0.38170 -7.19974
5 C 22.57578 5.01826 -3.62450
6 C 22.21237 -0.60678 -9.29994
7 H 22.68179 -3.95760 -6.76917
8 H 18.28337 2.24926 -3.69215
9 H 23.09683 1.15430 -4.66262
10 H 15.15098 -12.86132 -3.55723
11 H 21.03798 0.56236 -8.02960
12 C 16.24315 -10.43427 -4.29639
13 H 16.84859 -12.81747 -2.86991
14 C 15.85021 -12.38008 -2.87343
15 H 23.29075 3.58303 -5.09527
16 C 23.65854 6.04662 -6.19598
17 H 23.77669 6.33938 -7.23926
18 H 22.44346 -7.19900 -8.99799
19 H 20.51391 -3.67356 -9.66559
20 H 15.52377 0.08035 -3.19050
21 H 23.79419 -4.71165 4.14785
22 C 27.52100 -5.81930 -3.33078
23 C 25.79592 -0.02519 -6.82828
24 H 21.21405 -2.59630 2.88941
25 C 20.23887 -4.09332 -8.69799
26 H 23.68519 -0.35204 -14.83761
27 C 27.12520 0.97921 -3.70003
28 O 18.28470 -2.80898 -8.89636
29 H 17.30396 -1.69334 -7.46235
30 C 23.64791 -1.46694 -11.03332
31 O 22.06627 -7.34744 -11.01290
32 N 19.82205 -5.45851 -8.59480
33 C 20.31563 -5.06975 -3.45967
34 H 27.47953 0.88548 -1.17230
35 H 29.58925 -0.68198 -1.11189
36 H 24.41887 5.27408 -6.31070
37 H 21.18961 -4.11508 -8.16535
38 H 28.12712 0.89708 -4.12134
39 O 29.92356 -5.76620 -2.82577
40 C 28.94282 -0.47167 -1.96395
41 C 22.21470 -2.16428 2.90170
42 C 16.71918 -9.03862 -4.30552
43 H 24.03710 -3.64782 -7.95646
44 H 18.89445 2.43089 -9.58149
45 H 23.75726 2.83508 -8.66787
46 C 18.69984 3.30667 -8.96243
47 O 17.36950 3.70121 -9.23067
48 H 23.01567 1.16940 -14.55211
49 C 22.52428 -0.98177 -4.60293
50 H 31.11976 -4.01455 -2.45634
51 H 19.88763 -7.98535 -2.20073
52 H 27.00180 -4.94501 -4.99078
53 H 21.44785 -3.39991 -1.04725
54 H 22.61604 4.21861 -2.88488
55 H 15.55995 -12.54627 -1.83601
56 H 22.73652 3.68499 -9.80444
57 O 28.94960 -1.51669 -2.93864
58 C 21.86916 -6.68724 -9.77025
59 H 20.72842 -2.07829 -3.71916
60 C 25.55169 -6.12845 -4.64039
61 H 18.79109 3.96966 -6.92297
62 C 19.33557 -3.07091 -8.03556
63 H 21.66862 3.58519 1.39789
64 H 21.23294 1.38269 -1.61876
65 H 23.53873 -1.00394 1.65069
66 C 23.75509 0.48266 -14.14011
67 H 21.05700 6.39670 -3.70106
68 O 23.43722 -1.24630 -3.55563
69 H 20.09689 -5.35367 -4.48906
70 H 25.65748 -1.00383 -7.28784
71 H 30.10790 -2.41556 -4.33260
72 C 15.99685 1.02088 -3.47282
73 H 19.37861 0.61391 -5.63614
74 H 16.59693 -1.70213 -9.08200
75 C 30.24499 -1.65566 -3.56328
76 H 29.11801 -4.80729 -4.22703
77 H 19.80506 2.32391 -5.27720
78 H 22.54633 0.61383 -7.53725
79 H 21.26766 -4.54666 -3.36962
80 H 23.66600 -8.78362 -10.38194
81 H 23.46326 -6.00679 -5.30149
82 H 23.27067 -8.77056 -11.98167
83 H 19.59413 0.67102 -1.70921
84 H 21.37299 -0.62684 -9.99503
85 H 22.25153 3.28294 -8.09764
86 H 21.59239 3.74940 -5.09176
87 C 19.02059 1.64304 -5.60757
88 H 29.35222 0.45610 -2.36361
89 H 20.10634 -2.32048 -7.85988
90 C 20.16628 -1.61063 -0.67685
91 H 31.01064 -1.90377 -2.82821
92 C 18.68795 -7.62700 -3.91756
93 C 22.21476 0.52184 -4.56249
94 H 20.18736 3.28037 -7.65119
95 H 25.34827 -0.51665 -12.21076
96 H 17.93148 -9.17909 -2.81388
97 H 20.84770 4.52455 -0.57518
98 H 22.68504 -1.85563 -11.36483
99 O 25.87629 -0.10375 -5.43132
100 H 20.82818 6.74696 -1.34485
101 H 25.94406 -6.65650 -5.50948
102 H 18.06984 -0.79048 -8.84217
103 H 21.90117 -0.62938 1.32008
104 H 23.94983 -4.50055 -4.38380
105 N 18.68907 1.76995 -7.06397
106 C 17.87564 1.91965 -4.64777
107 H 24.05467 6.84917 -5.57381
108 O 22.23239 1.63900 -9.41505
109 H 31.74351 -5.58674 -2.06535
110 H 19.95149 -7.47238 -9.33525
111 N 23.53800 -0.50337 -9.94509
112 N 26.54694 0.02328 -2.75391
113 H 24.98691 0.68093 -7.01538
114 H 19.55683 -4.38168 -3.08699
115 O 21.99464 5.58476 0.71635
116 H 22.48008 -1.43854 3.67044
117 C 24.25173 -5.29001 -5.07206
118 H 21.54888 0.73364 -3.72593
119 H 27.01790 -0.70661 -0.85519
120 H 19.05976 -3.39421 -7.03181
121 H 27.14553 -6.28744 -2.42086
122 C 28.80275 -4.95662 -3.19435
123 H 20.62056 -1.57366 -5.40894
124 H 23.24447 -5.31605 -7.54116
125 H 22.49808 4.41242 -0.94334
126 C 30.83462 -4.98523 -2.05064
127 O 24.62754 -4.43939 -6.15043
128 H 23.79307 -3.16557 5.04612
129 N 18.05029 -8.94557 -3.78930
130 C 22.50749 4.33773 -5.02427
131 H 21.76455 -2.88063 -4.83998
132 C 16.79866 4.93032 -8.73326
133 H 20.73329 -3.32916 0.58256
134 C 22.78101 -8.68937 -11.01123
135 C 21.30315 -1.91549 -4.63091
136 H 19.36827 3.99831 -9.47521
137 H 16.57139 -8.49480 -5.23854
138 C 20.02294 -7.47364 -3.15360
139 H 22.54507 6.95724 -1.68523
140 C 22.72842 2.93469 -9.01382
141 H 25.09358 1.41891 -4.41138
142 C 21.73466 6.22883 -1.65777
143 C 19.11369 3.12990 -7.53846
144 C 20.56027 0.63079 -1.20615
145 H 15.35726 1.83225 -3.82023
146 H 22.25671 -5.72509 -10.10517
147 H 25.69025 0.37415 -2.35010
148 Zn 23.43683 -1.20668 -1.30700
149 O 20.27543 -6.22649 -2.65118
150 C 23.28695 -3.75632 4.28260
151 O 17.01059 0.83906 -4.52258
152 H 16.25861 1.39377 -2.48260
153 H 27.87431 -6.66770 -3.91686
154 C 26.08037 1.15797 -4.79381
155 C 21.20319 -2.74653 -0.20980
156 H 18.89929 -7.40801 -4.96421
157 O 22.43896 5.35018 -5.95969
158 C 22.55560 -1.46645 1.56327
159 H 23.02670 -3.04692 0.67826
160 O 21.05536 -0.66286 -1.31379
161 H 21.98282 4.77866 2.68530
162 O 16.00021 -10.85700 -2.95594
163 H 30.63256 -0.81041 -4.13198
164 O 23.24641 -3.13835 2.98882
165 C 22.19556 4.50492 1.65191
166 C 22.02240 0.62808 -8.49296
167 H 23.24694 4.29887 1.85253
168 H 26.52793 1.95580 -5.38648
169 H 23.05440 -1.15991 -5.53852
170 H 24.75911 0.90689 -14.14809
171 H 28.75014 -3.97393 -2.72568
172 H 17.41398 5.77699 -9.03764
173 H 16.03156 -8.52030 -3.63723
174 H 16.75215 4.79184 -7.65309
175 H 15.30872 -10.46125 -4.85695
176 Ba 26.06976 -2.39265 -3.99591
177 H 15.87822 5.04961 -9.30481
178 O 23.58918 0.11550 -12.76658
179 H 23.52084 5.52864 -3.43880
180 H 20.88816 -7.79912 -3.73114
181 H 21.92491 -9.36405 -11.00972
182 H 16.86934 -11.10455 -4.88521
183 H 20.36465 1.02833 -0.21027
184 H 25.24257 -6.80961 -3.84758
185 C 23.59524 -4.33155 -7.23163
186 H 24.15410 -2.37469 -10.70490
187 H 19.61584 -1.10933 0.11927
188 C 17.53523 -1.68674 -8.52751
189 C 27.45475 -0.09614 -1.64550
190 H 21.62473 0.80615 -5.43377
191 H 17.74959 1.62194 -7.40391
192 H 17.95385 -6.87206 -3.63602
193 N 21.42230 5.73420 -3.03193
194 N 22.49486 -2.28118 0.28981
195 C 20.38206 -6.50147 -9.58031
196 H 30.50793 -4.78159 -1.03089
197 H 19.30830 -1.89602 -1.28556
198 H 23.76019 0.47563 -10.05593
199 H 27.35841 1.84930 -3.08630
200 H 24.57329 -1.81864 -13.06802
201 C 21.74804 5.13685 -0.62596
202 H 19.83074 -6.17853 -10.46341
203 N 26.49158 -5.14672 -4.14280
204 C 24.38338 -0.99445 -12.38045
205 H 22.24438 -3.84527 4.58792

Values from the calculation:
**Spin multiplicity**: 2
**Total charge**: +2
**HOMO level (spin up / spin down)**: -11.330 / -11.330 eV

=====

Question: The lowest total charge belongs to which entry?
Answer: C18H15F2N3O

=====

Repeat the first record exactly.
Molecular formula: C18H15F2N3O
Method: DFT, wB97M-V/def2-TZVPD

CARTESIAN COORDINATES (ANGSTROEM)
1 C 4.61384 1.61330 -0.62777
2 F -6.34719 1.77239 -0.97309
3 C 0.47562 0.73001 -0.37054
4 C 5.13174 -0.48048 0.43307
5 C 3.28218 1.26880 -0.65813
6 C -0.83938 0.26241 0.25149
7 H -1.58992 1.05098 0.16020
8 C -4.51117 0.31509 -0.79429
9 H -4.82179 0.50723 3.04800
10 H -0.67740 0.06574 1.31961
11 F 3.43781 -1.98087 0.97469
12 C -5.61623 1.17257 1.18111
13 C 5.56025 0.74139 -0.08823
14 H 4.93432 2.56081 -1.03385
15 C 1.01428 -1.65296 -0.15687
16 H 0.82245 -1.98560 0.87144
17 H -0.62395 -2.80204 -0.98217
18 H 5.83135 -1.17126 0.87754
19 H -3.05283 -0.86327 2.02056
20 N -1.29924 -0.92969 -0.42293
21 C -0.25906 -1.77230 -0.98232
22 H -4.45180 0.25036 -1.86927
23 H -0.06006 -1.48840 -2.02349
24 C 2.81566 0.04259 -0.15129
25 C -5.49018 1.08447 -0.19368
26 C 6.92594 1.08902 -0.06177
27 H -6.39830 1.77837 1.61016
28 H 1.76823 -2.31125 -0.59136
29 N 8.03603 1.37812 -0.04339
30 C -4.73080 0.46240 1.97355
31 C -2.59443 -1.26465 -0.62959
32 O -2.91277 -2.23704 -1.28508
33 C -3.73226 -0.30285 1.39636
34 H 0.31500 0.94753 -1.43645
35 H 0.78853 1.65130 0.12781
36 H 2.58280 1.95530 -1.10597
37 C 3.79713 -0.80194 0.40276
38 N 1.49054 -0.28202 -0.17918
39 C -3.61496 -0.37355 0.01236

Values from the calculation:
**Spin multiplicity**: 1
**Total charge**: 0
**SMILES string**: N#Cc1ccc(N2CCN(C(=O)c3cccc(F)c3)CC2)c(F)c1
**HOMO level**: -8.401 eV